# 1
{"formula": "C4H10N2Si", "method": "ωB97M-V/def2-TZVPD", "species": ["C", "C", "C", "C", "N", "N", "Si", "H", "H", "H", "H", "H", "H", "H", "H", "H", "H"], "coordinates": [[-0.83899, -0.34492, 0.33450], [-0.67884, 0.15629, -0.94281], [-0.20958, -1.12520, 2.37630], [-0.08102, 1.25762, -2.83735], [0.22613, -0.48405, 1.16910], [0.01796, 1.11317, -1.44336], [1.77115, 0.15715, 0.98781], [-1.59802, -1.20082, 0.48171], [-1.52510, -0.14726, -1.53944], [0.40253, -1.95620, 2.85318], [-0.38739, -0.42424, 3.24041], [-1.17017, -1.65778, 2.28586], [0.24695, 0.30292, -3.25175], [-1.11341, 1.39847, -2.99822], [0.48320, 2.11529, -3.01292], [1.99091, 1.26368, 0.13611], [2.46369, -0.42411, 2.16086]], "atomic_forces_ev_per_a": [[-0.2474, -2.3927, 0.0098], [-2.3062, 1.1838, -0.7259], [-0.1906, -1.5296, 3.6657], [-0.1374, -1.1973, 0.6902], [-1.4755, 0.1442, 0.4585], [1.9097, -1.0183, 3.1427], [0.7507, -1.2570, 0.5611], [0.9620, 1.8781, -0.4191], [-0.4534, -0.7069, -0.7862], [0.2066, 1.1756, -1.1104], [0.2985, -0.2775, -1.0162], [0.2824, 0.4641, -0.5566], [0.2428, 0.5132, -0.8633], [-1.4053, 0.3660, -1.1829], [0.9454, 1.1630, -1.5260], [0.3416, 0.8868, -0.1361], [0.2761, 0.6044, -0.2053]], "nbo_charge": [-0.0970, -0.0155, -0.4182, -0.4372, -0.7391, -0.4477, 0.8720, 0.1839, 0.1356, 0.2139, 0.2064, 0.2113, 0.1953, 0.1805, 0.2039, -0.0916, -0.1563], "orbital_gap_ev": [6.9, 6.4], "homo_ev": [-6.96, -6.53], "energy_ha": -557.24758, "largest_force_ev_per_a": 4.0, "relative_energy_kj_mol": 430.9}

=====

# 2
{"formula": "C4H10N3", "method": "ωB97M-V/def2-TZVPD", "species": ["C", "C", "C", "C", "N", "N", "N", "H", "H", "H", "H", "H", "H", "H", "H", "H", "H"], "coordinates": [[-0.03639, 0.63882, -0.08186], [-1.49371, 0.18495, -0.61927], [0.57790, -0.48434, 0.64716], [0.60965, 1.18996, -1.44458], [-0.34533, -1.16617, 1.41553], [1.88000, -0.48167, 1.18676], [-1.97087, -0.83572, -0.15947], [0.11448, 1.62014, 0.46361], [-2.02256, 0.66698, -1.37976], [-0.13108, 1.92426, -1.89060], [0.82619, 0.56563, -2.34961], [1.51200, 1.66866, -1.21468], [-0.17150, -1.51588, 2.34675], [2.15598, -1.27287, 1.84525], [2.67201, -0.18442, 0.64570], [-2.93056, -1.20860, -0.21269], [-1.24621, -1.30973, 0.80175]], "atomic_forces_ev_per_a": [[-0.5974, 0.8597, -5.0535], [2.1973, 1.6901, 1.1812], [0.5723, -1.4004, 7.0360], [-1.4923, -0.4862, -1.2584], [3.4930, 1.0737, -1.1437], [-1.4649, -1.4746, -0.6550], [-3.4284, -3.0403, 0.9086], [-1.1016, -1.5488, 0.3166], [-0.2767, 1.7363, -1.1296], [0.9746, -0.4674, 0.9223], [-0.3308, -0.3989, 1.2627], [1.2523, 0.9997, 0.2318], [0.7572, -0.3685, -0.2689], [-0.8940, 1.4457, -1.3410], [-0.0017, 0.4647, -0.3041], [0.5767, 0.6790, -1.2829], [-0.2356, 0.2362, 0.5777]], "nbo_charge": [-0.3777, 0.2501, 0.5471, -0.6195, -0.7332, -0.7486, -0.6302, 0.3161, 0.2058, 0.2360, 0.2422, 0.2218, 0.4126, 0.4253, 0.4178, 0.4230, 0.4113], "orbital_gap_ev": 10.1, "homo_ev": -14.27, "energy_ha": -322.35572, "largest_force_ev_per_a": 7.2, "relative_energy_kj_mol": 275.3, "total_charge": 1}